1.
Here is an isolated molecule of C5H9NO in a non-equilibrium geometry from OMol25. Energies are from ωB97M-V/def2-TZVPD.

Calculated values
charge = 0
calculated total energy = -325.8328 a.u.
multiplicity = 1
gap between HOMO and LUMO = 10.436 eV
LUMO energy = 0.0297 Eh

Positions of all 16 atoms, in Å:
H: -0.4189 -2.4730 1.2165
N: -1.1115 -1.9338 1.7562
C: -0.8417 -0.7114 1.7096
C: 0.4226 -0.2015 1.0102
O: 1.1238 -1.1009 0.2552
C: 0.3259 0.2496 -0.3812
C: -0.6760 -0.2798 -1.3556
C: 0.9576 1.5587 -0.7403
H: -1.4607 0.0199 2.2241
H: 0.9994 0.4495 1.6820
H: -1.1312 -1.1959 -0.9853
H: -1.4211 0.4823 -1.5863
H: -0.1695 -0.5418 -2.2875
H: 1.6626 1.4019 -1.5604
H: 1.5243 1.9824 0.0891
H: 0.2145 2.2938 -1.0463



2.
Here is a cluster of 3 separate species, C5H9NO in total from OMol25. Energies are from ωB97M-V/def2-TZVPD.

Calculated values
charge = 0
calculated total energy = -325.6654 a.u.
multiplicity = 1
gap between HOMO and LUMO (spin up / spin down) = 8.136 / 8.133 eV
LUMO energy (spin up / spin down) = 0.0243 / 0.0243 Eh

Positions of all 16 atoms, in Å:
C: 0.7490 0.0914 -0.3334
C: 1.6155 0.1852 0.8887
C: -0.3363 -0.7108 -0.4368
C: -0.9646 1.3890 0.3323
C: -1.4256 -1.3996 -0.4808
O: 1.4596 -1.6651 -1.0882
N: -2.2023 1.2962 0.4124
H: 1.4168 -1.5969 -2.0528
H: 0.9885 0.7285 -1.1765
H: -2.6892 2.1256 0.7694
H: -0.3628 2.2701 0.6095
H: 1.6291 1.2059 1.2792
H: 1.2666 -0.4926 1.6649
H: 2.6270 -0.0976 0.6047
H: -2.3461 -0.9060 -0.1662
H: -1.4252 -2.4232 -0.8264



3.
Here is an isolated molecule of C5H9NO in a non-equilibrium geometry from OMol25. Energies are from ωB97M-V/def2-TZVPD.

Calculated values
charge = 0
calculated total energy = -325.8472 a.u.
multiplicity = 1
gap between HOMO and LUMO = 10.592 eV
LUMO energy = 0.0340 Eh

Positions of all 16 atoms, in Å:
H: -0.5508 -3.0507 -0.7773
N: -1.0197 -2.4725 -0.0776
C: -0.6480 -1.2731 -0.2152
C: -1.1989 -0.1639 0.6527
C: -0.1394 0.8976 0.9518
C: 0.5114 1.3367 -0.3687
C: 1.1619 0.0980 -0.9492
O: 0.2384 -0.9309 -1.2284
H: -2.0419 0.3031 0.1227
H: -1.6105 -0.6212 1.5580
H: 0.6408 0.4679 1.5925
H: -0.5856 1.7394 1.4897
H: -0.2581 1.8258 -0.9903
H: 1.3133 2.0552 -0.2122
H: 2.0622 -0.2204 -0.1333
H: 2.1249 0.0088 -1.4154



4.
Here is an isolated molecule of C5H9NO from OMol25. Energies are from ωB97M-V/def2-TZVPD.

Calculated values
charge = 0
calculated total energy = -325.7768 a.u.
multiplicity = 1
gap between HOMO and LUMO = 8.619 eV
LUMO energy = 0.0252 Eh

Positions of all 16 atoms, in Å:
C: -2.2042 -0.1085 0.2103
N: -0.8002 0.2696 0.3563
C: -0.1169 1.5413 -0.3145
C: 0.1119 0.1431 -0.7920
C: 1.4380 -0.5608 -0.6565
O: 1.8897 -1.1407 -1.6220
C: 2.1687 -0.4631 0.6581
H: -2.7830 0.3931 0.9877
H: -2.3701 -1.1913 0.2734
H: -2.5472 0.2439 -0.7670
H: -0.9353 1.9739 -0.9038
H: -0.4318 0.4521 1.2721
H: -0.4343 -0.2479 -1.6525
H: 1.5872 -0.9400 1.4567
H: 3.1378 -0.9584 0.5753
H: 2.2900 0.5936 0.9183



5.
Here is an isolated molecule of C5H9NO in a non-equilibrium geometry from OMol25. Energies are from ωB97M-V/def2-TZVPD.

Calculated values
charge = 0
calculated total energy = -325.7797 a.u.
multiplicity = 1
gap between HOMO and LUMO (spin up / spin down) = 8.521 / 8.519 eV
LUMO energy (spin up / spin down) = -0.0324 / -0.0325 Eh

Positions of all 16 atoms, in Å:
C: -2.1407 -0.3480 0.1698
C: -0.7467 0.1132 0.1688
C: -0.2826 1.5643 0.1085
C: 1.4457 -0.8612 0.5410
C: 0.2335 -0.8758 -0.3402
N: -2.3358 0.0573 -1.1224
O: -2.8554 -1.0396 0.8864
H: 0.4396 1.7771 0.8657
H: -1.1151 2.1040 0.3026
H: 0.3318 1.8551 -0.8182
H: 2.2837 -1.5304 0.3546
H: 1.2194 -1.1366 1.6423
H: 1.8340 0.1802 0.6800
H: -0.2249 -1.8435 -0.2123
H: 0.4663 -0.8195 -1.3627
H: -1.5408 0.3040 -1.6572



6.
Here is an isolated molecule of C5H9NO from OMol25. Energies are from ωB97M-V/def2-TZVPD.

Calculated values
charge = 0
calculated total energy = -325.7773 a.u.
multiplicity = 1
gap between HOMO and LUMO = 9.515 eV
LUMO energy = 0.0323 Eh

Positions of all 16 atoms, in Å:
O: -3.1181 0.0220 0.6657
C: -2.0903 -0.4214 -0.0098
C: -0.9679 0.5826 -0.0092
C: 0.4508 0.0080 -0.0864
C: 1.4644 0.6781 -0.9368
N: 1.4581 0.8851 0.5121
C: 0.5656 -1.4816 0.1515
H: -2.9654 0.8932 1.1033
H: -0.0793 -2.0338 -0.5372
H: -1.0221 1.3042 0.8287
H: -1.1764 1.1585 -0.9272
H: 1.1857 1.5532 -1.5222
H: 2.2580 0.0733 -1.3753
H: 2.1917 0.3276 0.9443
H: 1.6009 -1.8195 0.0275
H: 0.2443 -1.7294 1.1709



7.
Here is an isolated molecule of C5H9NO in a non-equilibrium geometry from OMol25. Energies are from ωB97M-V/def2-TZVPD.

Calculated values
charge = 0
calculated total energy = -325.8721 a.u.
multiplicity = 1
gap between HOMO and LUMO = 11.258 eV
LUMO energy = 0.0311 Eh

Positions of all 16 atoms, in Å:
C: 2.5512 0.3879 0.1140
O: 1.1821 0.6690 0.2248
C: 0.3889 -0.4686 0.3930
C: -1.0778 0.0398 0.3950
C: -1.6334 0.6615 -0.9276
C: -1.9760 -1.1295 0.6151
N: -2.7582 -1.9866 0.6213
H: 3.0561 1.3447 -0.0304
H: 2.7594 -0.2652 -0.7465
H: 2.9440 -0.0935 1.0229
H: 0.6810 -1.0067 1.3256
H: 0.5286 -1.1957 -0.4256
H: -1.1768 0.6652 1.3032
H: -2.6965 0.9184 -0.7697
H: -1.2188 1.5620 -1.3938
H: -1.5539 -0.1028 -1.7212



8.
Here is a structure of composition C5H9NO in a non-equilibrium geometry from OMol25. Energies are from ωB97M-V/def2-TZVPD.

Calculated values
charge = 0
calculated total energy = -325.8127 a.u.
multiplicity = 1
gap between HOMO and LUMO = 10.214 eV
LUMO energy = 0.0285 Eh

Positions of all 16 atoms, in Å:
C: 1.1145 0.7715 0.3303
C: 0.7381 -0.6640 0.5687
C: -0.3554 -0.9411 -0.4669
O: -1.0216 -2.1606 -0.2719
C: -1.3563 0.1957 -0.3215
C: -0.4870 1.3866 -0.1430
N: -0.5741 2.6469 -0.2118
H: 0.4056 2.3882 0.1471
H: 1.6025 1.2388 1.2189
H: 1.8422 0.8926 -0.4974
H: 0.2944 -0.7705 1.5659
H: 1.5649 -1.3741 0.4807
H: 0.0962 -0.8847 -1.4741
H: -0.3603 -2.8611 -0.3030
H: -1.9412 0.0341 0.5936
H: -2.0398 0.3061 -1.1651



9.
Here is an isolated molecule of C5H9NO in a non-equilibrium geometry from OMol25. Energies are from ωB97M-V/def2-TZVPD.

Calculated values
charge = 0
calculated total energy = -325.8730 a.u.
multiplicity = 1
gap between HOMO and LUMO = 10.558 eV
LUMO energy = 0.0373 Eh

Positions of all 16 atoms, in Å:
C: -0.3018 -1.5367 -0.4169
C: 0.4973 -0.6054 0.4825
C: 1.1205 0.4931 -0.3986
C: -0.0621 1.4961 -0.4591
C: -1.0401 0.8413 0.4995
O: -2.1446 0.4135 0.2226
N: -0.2835 0.3923 1.5681
H: 0.6125 -2.0221 -0.7925
H: -0.9461 -2.2673 0.0808
H: -0.8278 -1.0940 -1.2755
H: 1.1529 -1.2079 1.1000
H: 1.9998 0.8922 0.1044
H: 1.4373 0.1993 -1.4110
H: -0.5421 1.5650 -1.4321
H: 0.2642 2.4763 -0.1117
H: -0.9364 -0.0357 2.2395



10.
Here is an isolated molecule of C5H9NO from OMol25. Energies are from ωB97M-V/def2-TZVPD.

Calculated values
charge = 0
calculated total energy = -325.9031 a.u.
multiplicity = 1
gap between HOMO and LUMO = 10.209 eV
LUMO energy = 0.0323 Eh

Positions of all 16 atoms, in Å:
C: -1.5032 -1.7708 -0.0493
C: -0.1513 -1.1077 0.1361
C: 0.4077 -0.1517 -0.9525
N: 0.5565 0.8530 0.0931
C: 1.1294 2.1712 0.1059
C: -0.0444 0.1115 1.0712
O: -0.3418 0.3658 2.2153
H: -2.2389 -1.0802 -0.4758
H: -1.8830 -2.1148 0.9179
H: -1.4246 -2.6410 -0.7100
H: 0.6012 -1.8474 0.4332
H: 1.3491 -0.4517 -1.4274
H: -0.3216 0.1274 -1.7250
H: 1.3332 2.4392 1.1464
H: 2.0737 2.1749 -0.4505
H: 0.4581 2.9222 -0.3286



11.
Here is an isolated molecule of C5H9NO in a non-equilibrium geometry from OMol25. Energies are from ωB97M-V/def2-TZVPD.

Calculated values
charge = 0
calculated total energy = -325.7454 a.u.
multiplicity = 1
gap between HOMO and LUMO = 9.544 eV
LUMO energy = 0.0341 Eh

Positions of all 16 atoms, in Å:
O: 1.8532 -0.1112 0.8149
C: 1.1894 -0.0078 -0.4357
C: 0.2792 1.2204 -0.3227
C: -1.2254 0.6252 -0.3707
C: -1.3940 -0.1779 1.0984
N: -1.0759 -0.7145 -0.2543
C: 0.2061 -1.2583 -0.7485
H: 1.9647 -1.0118 1.2032
H: 1.6969 0.3488 -1.3108
H: 0.4301 1.8004 0.8450
H: 0.4383 2.2201 -0.9752
H: -1.9441 1.0952 -1.0489
H: -2.2918 -0.6130 1.6994
H: -0.5043 0.0949 1.8747
H: 0.2898 -2.1249 -0.2108
H: 0.0876 -1.3855 -1.8579



12.
Here is a structure of composition C5H9NO in a non-equilibrium geometry from OMol25. Energies are from ωB97M-V/def2-TZVPD.

Calculated values
charge = 0
calculated total energy = -325.6278 a.u.
multiplicity = 1
gap between HOMO and LUMO = 9.168 eV
LUMO energy = 0.0262 Eh

Positions of all 16 atoms, in Å:
C: -0.5760 0.3781 0.3277
C: 0.7500 0.6492 1.1080
C: 1.6168 0.1139 -0.1995
C: -0.1306 -0.9922 0.0174
C: -1.6047 -0.9063 0.3485
H: -1.3976 0.9133 -1.7354
H: -1.8479 2.1691 -0.1258
H: 1.1029 1.7544 1.3657
H: 0.8868 0.0276 2.0302
H: 1.7163 0.8813 -0.9126
H: 2.5602 -0.1252 0.2881
H: 0.3834 -1.5178 0.7890
H: -1.7959 -1.7930 1.0832
H: -2.5286 -0.7445 -0.2296
N: -0.9041 1.3882 -0.6377
O: 0.8645 -0.8423 -0.9627



13.
Here is an isolated molecule of C5H9NO in a non-equilibrium geometry from OMol25. Energies are from ωB97M-V/def2-TZVPD.

Calculated values
charge = 0
calculated total energy = -325.8117 a.u.
multiplicity = 1
gap between HOMO and LUMO = 9.448 eV
LUMO energy = 0.0282 Eh

Positions of all 16 atoms, in Å:
C: 1.7644 -1.2506 -0.1423
C: 1.1238 -0.1839 0.4079
N: 0.6625 -0.3295 1.7382
C: 0.5503 0.8914 -0.4771
C: -0.9233 0.3140 -1.0543
C: -2.0667 0.2268 -0.0451
O: -3.1413 -0.3665 -0.1918
H: 1.4605 -2.2960 0.2276
H: 2.5051 -1.0778 -0.9066
H: 0.7520 0.5500 2.2460
H: -0.2536 -0.6924 1.7999
H: 1.2873 1.3186 -1.2095
H: 0.1208 1.7707 0.0543
H: -0.7507 -0.7135 -1.4698
H: -1.2422 1.0454 -1.8812
H: -1.8489 0.7934 0.9039



14.
Here is an isolated molecule of C5H9NO from OMol25. Energies are from ωB97M-V/def2-TZVPD.

Calculated values
charge = 0
calculated total energy = -325.8649 a.u.
multiplicity = 1
gap between HOMO and LUMO = 10.738 eV
LUMO energy = 0.0391 Eh

Positions of all 16 atoms, in Å:
C: -1.3361 -0.0922 1.2679
C: -1.2501 0.0822 -0.2286
N: -0.8755 1.4068 -0.7284
C: 0.0312 0.2825 -0.9451
C: 1.3493 0.3072 -0.2137
C: 1.8922 -1.0811 0.0240
O: 1.5503 -2.0621 -0.5984
H: -0.6921 0.6287 1.7791
H: -2.3592 0.0735 1.6208
H: -1.0342 -1.1055 1.5569
H: -2.0108 -0.4613 -0.7893
H: -1.3787 1.6297 -1.5820
H: 0.0903 -0.1427 -1.9453
H: 1.2629 0.8367 0.7410
H: 2.1066 0.8662 -0.7842
H: 2.6537 -1.1686 0.8251



15.
Here is an isolated molecule of C5H9NO2 in a non-equilibrium geometry from OMol25. Energies are from ωB97M-V/def2-TZVPD.

Calculated values
charge = 0
calculated total energy = -401.0187 a.u.
multiplicity = 1
gap between HOMO and LUMO (spin up / spin down) = 7.243 / 7.242 eV
LUMO energy (spin up / spin down) = -0.0473 / -0.0474 Eh

Positions of all 17 atoms, in Å:
C: 0.8238 -0.5907 0.2328
C: 1.4003 -0.8442 1.5471
C: 0.0554 0.6595 -0.0158
C: -1.3914 0.1780 -0.3829
N: 1.0262 0.9880 -1.1777
C: -1.7074 -0.6977 -1.3533
O: -2.2458 0.7486 0.4469
O: -0.0124 1.5490 0.9452
H: -1.6050 1.3724 0.9590
H: 0.7749 -1.3924 -0.4966
H: 1.5765 1.7828 -0.8751
H: 0.5212 1.1257 -2.0465
H: 1.6275 0.1057 2.0397
H: 0.5986 -1.3003 2.1505
H: 2.2349 -1.5441 1.5191
H: -0.9416 -1.1680 -1.9509
H: -2.7358 -0.9724 -1.5413



16.
Here is a cluster of 2 separate species, C5H9NO2 in total in a non-equilibrium geometry from OMol25. Energies are from ωB97M-V/def2-TZVPD.

Calculated values
charge = 0
calculated total energy = -400.8722 a.u.
multiplicity = 1
gap between HOMO and LUMO = 7.099 eV
LUMO energy = 0.0095 Eh

Positions of all 17 atoms, in Å:
C: -1.6891 -0.3453 0.0225
C: -0.8387 0.2104 1.0816
C: 0.0526 1.3992 0.4962
C: -0.9058 0.2084 -1.2586
C: 0.1910 -0.6124 -0.9410
H: 3.0140 -0.7968 0.4442
H: -2.6367 -0.8649 0.0960
H: -0.9438 0.1278 2.1429
H: 1.0064 1.3085 0.7056
H: -0.2769 2.2332 1.1748
H: -1.5197 0.2266 -2.2389
H: 0.3471 -1.6399 -1.4900
H: 2.0414 -0.0596 -0.4095
H: -0.0924 -1.8931 0.8794
N: -0.3783 -1.0039 0.3301
O: 3.1200 0.0908 -0.1690
O: -0.4912 1.4111 -0.8662



Calculated values (kJ/mol) of energy above the lowest of the compared OMol25 structures with the same formula, charge and spin for the records, taken in order: 275.0, 714.5, 237.3, 421.9, 414.5, 420.7, 171.7, 327.9, 169.6, 90.4, 504.4, 813.3, 330.5, 190.9, 414.9, 799.7.